Entry 1:
An isolated molecule of C5H9NO, computed with ωB97M-V/def2-TZVPD.

Structure (XYZ):
```
16
Properties=species:S:1:pos:R:3:forces:R:3:nbo_charge:R:1
H 1.637 0.870 -1.245 -0.587 -0.653 0.090 0.226
H 0.998 -2.035 0.586 -0.106 0.130 0.152 0.228
C 0.282 -1.343 1.046 0.026 0.161 0.070 -0.601
C -0.619 -0.541 -1.174 0.622 -0.179 0.164 0.702
H 1.306 1.746 0.185 0.168 -1.720 -0.160 0.209
C 0.111 -0.132 0.141 0.626 -0.348 -0.427 -0.161
N -1.653 0.404 -0.984 0.258 1.697 -1.690 -0.652
C -1.141 0.791 0.374 0.104 -0.226 -0.169 -0.221
H 2.430 0.369 0.172 -0.699 -0.726 0.465 0.233
C 1.430 0.652 -0.182 -0.134 2.937 -0.029 -0.629
H -1.477 1.154 -1.736 -1.011 -1.282 1.464 0.390
H -0.680 -1.866 1.139 0.251 0.090 0.114 0.214
H -1.036 1.876 0.521 0.437 -0.406 -0.205 0.200
O -0.419 -1.334 -2.057 -0.140 0.736 0.664 -0.548
H 0.639 -1.052 2.037 -0.007 -0.119 -0.037 0.212
H -1.810 0.441 1.178 0.192 -0.092 -0.463 0.198
```
Forces are in eV/Å.

Properties
Energy above the lowest of the compared OMol25 structures with the same formula, charge and spin, kJ/mol: 164.88
LUMO level, eV: 0.78
F_max, eV/Å: 2.94
SMILES string: CC1(C)CNC1=O
HOMO level, eV: -9.474
HOMO-LUMO gap, eV: 10.25

Entry 2:
A cluster of 2 separate species, C5H9NO in total, computed with ωB97M-V/def2-TZVPD.

Structure (XYZ):
```
16
Properties=species:S:1:pos:R:3:forces:R:3:nbo_charge:R:1
N -1.122 0.709 -0.339 -1.318 -1.465 -0.313 -0.500
H 0.677 1.022 2.340 -0.655 -0.769 -1.059 0.215
H 2.002 -0.039 0.356 0.014 -0.174 -0.684 0.225
H -1.990 0.617 -0.861 0.402 0.009 0.180 0.396
C -1.108 0.762 1.024 1.435 1.393 -1.413 0.110
H -2.786 1.885 1.763 0.375 -0.669 0.213 0.217
C 0.061 0.221 -0.833 0.464 0.501 0.510 -0.087
H 4.097 -2.424 -2.848 0.033 -0.222 0.934 0.459
O 3.228 -2.856 -2.815 0.805 0.664 -1.052 -0.918
H 3.052 -2.697 -3.754 -0.837 -0.439 0.115 0.459
H -3.123 0.149 1.612 0.725 0.106 0.010 0.221
C -2.309 0.873 1.822 -0.839 0.981 1.847 -0.648
C 0.946 0.147 0.255 -0.745 1.954 -0.747 -0.301
H 0.039 0.187 -1.916 0.906 -0.606 0.200 0.210
H -1.893 0.697 2.849 -1.108 0.279 -0.532 0.235
C 0.231 0.748 1.345 0.345 -1.541 1.792 -0.293
```
Forces are in eV/Å.

Properties
Energy above the lowest of the compared OMol25 structures with the same formula, charge and spin, kJ/mol: 180.89
LUMO level, eV: 0.89
F_max, eV/Å: 2.45
SMILES string: Cc1ccc[nH]1.O
HOMO level, eV: -7.684
HOMO-LUMO gap, eV: 8.58

Entry 3:
An isolated molecule of C5H9NO, computed with ωB97M-V/def2-TZVPD.

Structure (XYZ):
```
16
Properties=species:S:1:pos:R:3:forces:R:3:nbo_charge:R:1
H 2.250 0.574 0.774 -0.074 -0.048 -0.165 0.172
O 0.772 0.696 -0.712 -0.058 0.045 0.038 -0.525
N -1.777 2.446 0.620 0.567 -0.851 -0.305 -0.316
H 2.757 0.571 -0.930 -0.083 0.001 0.115 0.204
H -1.212 -0.765 1.650 0.069 0.059 -0.128 0.235
C -1.258 -0.483 -1.117 -0.011 -0.061 -0.060 -0.606
C -0.431 0.276 -0.077 -0.167 -0.077 0.084 0.168
H 2.051 -0.892 -0.235 -0.026 0.138 0.026 0.167
H -0.698 -1.371 -1.430 -0.076 0.106 0.084 0.216
H -2.223 -0.792 -0.705 0.129 0.070 -0.075 0.218
C -1.172 1.513 0.304 -0.457 0.763 0.296 0.266
C 2.004 0.204 -0.230 0.274 -0.085 -0.015 -0.249
H 0.226 -1.521 0.951 -0.061 0.135 0.027 0.219
H 0.370 -0.042 1.937 -0.085 -0.054 -0.133 0.227
C -0.240 -0.562 1.194 0.060 -0.057 0.065 -0.629
H -1.420 0.148 -1.995 0.000 -0.086 0.149 0.232
```
Forces are in eV/Å.

Properties
Energy above the lowest of the compared OMol25 structures with the same formula, charge and spin, kJ/mol: 156.57
LUMO level, eV: 0.72
F_max, eV/Å: 1.07
SMILES string: COC(C)(C)C#N
HOMO level, eV: -10.427
HOMO-LUMO gap, eV: 11.15

Entry 4:
A cluster of 2 separate species, C5H9NO in total, computed with ωB97M-V/def2-TZVPD.

Structure (XYZ):
```
16
Properties=species:S:1:pos:R:3:forces:R:3:nbo_charge:R:1
C -2.531 -1.352 0.450 -0.844 -0.471 0.388 0.263
H -2.440 1.080 -0.563 0.136 -0.106 -0.029 0.226
C 2.479 0.859 0.020 0.359 -0.024 -0.197 -0.252
H 2.972 1.812 -0.206 0.016 -0.112 0.031 0.173
H 1.219 1.140 1.509 0.132 0.046 0.045 0.477
C -0.195 -1.373 0.030 -0.171 0.009 -0.067 -0.293
H 3.131 0.264 0.672 -0.152 0.096 -0.042 0.172
H -0.119 -2.285 0.614 -0.094 0.063 -0.137 0.209
H 2.352 0.307 -0.918 0.102 0.127 0.100 0.174
C -1.552 0.542 -0.907 -0.024 0.034 -0.023 -0.642
C -1.360 -0.742 -0.133 0.175 -0.181 -0.011 -0.129
O 1.191 1.066 0.553 -0.110 0.255 0.199 -0.735
H -0.679 1.187 -0.779 -0.149 -0.175 -0.049 0.251
H -1.687 0.333 -1.974 -0.016 0.004 0.143 0.226
N -3.468 -1.860 0.904 0.828 0.527 -0.403 -0.323
H 0.714 -0.978 -0.405 -0.189 -0.094 0.053 0.203
```
Forces are in eV/Å.

Properties
Energy above the lowest of the compared OMol25 structures with the same formula, charge and spin, kJ/mol: 217.57
LUMO level, eV: 0.57
F_max, eV/Å: 1.06
SMILES string: C=C(C)C#N.CO
HOMO level, eV: -9.753
HOMO-LUMO gap, eV: 10.33

Entry 5:
An isolated molecule of C5H9NO, computed with ωB97M-V/def2-TZVPD.

Structure (XYZ):
```
16
Properties=species:S:1:pos:R:3:forces:R:3:nbo_charge:R:1
N 0.690 -1.087 3.219 -0.267 -0.007 -1.089 -0.328
C 0.273 -1.013 0.627 -0.003 -0.055 -0.013 -0.343
H 2.216 -1.684 -0.080 -0.059 0.145 0.067 0.221
H 1.445 -0.452 -1.101 0.021 -0.105 0.169 0.235
C -0.780 0.070 0.306 0.031 0.002 0.224 -0.042
O -0.748 0.306 -1.077 -0.016 -0.067 0.005 -0.546
H -2.073 1.850 -1.544 0.162 -0.050 0.049 0.172
H 2.197 0.009 0.444 -0.127 -0.081 -0.078 0.216
H -0.534 1.773 -2.448 -0.139 0.019 0.143 0.194
H -0.546 2.347 -0.757 -0.067 -0.109 -0.166 0.169
C -0.997 1.636 -1.467 -0.053 0.242 -0.083 -0.243
C 1.621 -0.767 -0.071 0.092 0.018 -0.044 -0.598
H -0.126 -1.984 0.308 0.053 0.148 0.003 0.244
C 0.479 -1.078 2.082 0.147 -0.046 0.957 0.289
H -0.553 0.989 0.869 0.047 -0.137 -0.124 0.175
H -1.776 -0.276 0.625 0.178 0.080 -0.021 0.183
```
Forces are in eV/Å.

Properties
Energy above the lowest of the compared OMol25 structures with the same formula, charge and spin, kJ/mol: 155.01
LUMO level, eV: 0.83
F_max, eV/Å: 1.12
SMILES string: COC[C@@H](C)C#N
HOMO level, eV: -10.342
HOMO-LUMO gap, eV: 11.17

Entry 6:
A cluster of 2 separate species, C5H9NO in total, computed with ωB97M-V/def2-TZVPD.

Structure (XYZ):
```
16
Properties=species:S:1:pos:R:3:forces:R:3:nbo_charge:R:1
C -1.763 0.997 -0.963 0.346 3.306 0.382 -0.265
C 1.821 -0.222 -0.375 0.009 0.209 -0.090 -0.629
N -1.345 -1.535 -1.219 0.669 -0.416 0.476 -0.320
C 0.326 -0.470 1.693 -0.060 0.157 0.060 -0.629
H 1.804 -0.175 -1.466 -0.045 0.037 0.179 0.235
H -2.641 0.725 -0.365 0.386 -0.347 -0.090 0.183
C -0.452 -1.211 -0.550 -1.194 -0.728 -0.956 0.243
H -1.785 0.724 -2.024 0.119 -0.039 0.413 0.196
O -0.538 1.150 -0.326 3.291 -3.744 1.770 -0.590
H 2.514 -1.022 -0.079 -0.261 0.112 0.046 0.225
H -0.711 -0.602 2.015 0.182 0.031 -0.102 0.233
H -1.509 2.148 -0.766 -2.518 -0.454 -1.533 0.304
C 0.442 -0.430 0.191 -0.775 2.013 -0.226 0.122
H 0.699 0.479 2.090 -0.055 -0.149 -0.038 0.233
H 0.932 -1.279 2.126 -0.106 0.128 -0.202 0.225
H 2.206 0.724 0.018 0.013 -0.117 -0.088 0.233
```
Forces are in eV/Å.

Properties
Energy above the lowest of the compared OMol25 structures with the same formula, charge and spin, kJ/mol: 446.86
LUMO level, eV: 0.57
F_max, eV/Å: 5.29
HOMO level, eV: -9.167
HOMO-LUMO gap, eV: 9.74

Entry 7:
An isolated molecule of C5H9NO, computed with ωB97M-V/def2-TZVPD.

Structure (XYZ):
```
16
Properties=species:S:1:pos:R:3:forces:R:3:nbo_charge:R:1
H -1.221 -1.080 2.106 -0.035 0.277 -0.199 0.173
N -0.186 -0.270 -0.667 -0.155 -0.105 -0.071 -0.283
H 1.018 -1.582 -1.722 0.043 0.300 -0.095 0.219
O -2.120 -0.386 0.369 0.196 0.008 -0.102 -0.475
H 0.334 -0.235 -2.714 0.085 -0.075 0.326 0.205
C 0.231 -0.181 0.675 -0.182 0.017 0.084 -0.199
H 1.836 1.205 0.183 -0.136 -0.098 0.208 0.201
C -1.470 -0.408 -0.799 0.039 0.013 0.028 0.326
H -2.018 -0.647 -1.702 0.194 0.026 0.120 0.195
H 1.803 0.707 1.868 -0.142 0.109 -0.170 0.213
C -1.094 -0.224 1.420 0.003 -0.018 0.369 -0.086
H -1.325 0.701 1.990 0.098 -0.188 -0.197 0.154
C 0.765 -0.515 -1.743 0.008 0.014 -0.158 -0.402
H 1.669 0.071 -1.556 -0.252 -0.150 -0.110 0.222
H 0.618 1.889 1.278 0.053 -0.170 -0.083 0.174
C 1.160 0.956 1.014 0.182 0.039 0.049 -0.637
```
Forces are in eV/Å.

Properties
Energy above the lowest of the compared OMol25 structures with the same formula, charge and spin, kJ/mol: 353.40
LUMO level (alpha / beta), eV: 0.88 / 0.88
F_max, eV/Å: 0.37
HOMO level (alpha / beta), eV: -6.014 / -6.015
HOMO-LUMO gap (alpha / beta), eV: 6.90 / 6.90

The lowest energy above the lowest of the compared OMol25 structures with the same formula, charge and spin belongs to which entry? number 5

Which value of F_max does entry 3 give? 1.07 eV/Å